Entry from OMol25: C21H34AsN6O3PPtS5 as an isolated structure (the ωB97M-V functional and the def2-TZVPD basis).

XYZ file:
```
72
Properties=species:S:1:pos:R:3:mulliken_charge:R:1
Pt 0.074 -0.631 0.163 2.309
S -2.444 -1.643 3.256 -0.605
As -1.093 -2.847 2.090 0.415
S 0.877 -1.832 2.045 -0.351
S -1.588 -2.521 -0.056 -0.545
S -1.144 -4.856 2.632 -0.468
O 0.457 -0.192 -2.185 -0.832
S 0.350 0.803 -3.294 0.280
C -1.443 1.148 -3.594 -0.621
C -2.225 -0.035 -4.073 -0.092
C -2.841 -0.032 -5.322 -0.350
C -3.530 -1.152 -5.765 -0.595
C -3.602 -2.289 -4.974 -0.476
C -2.991 -2.302 -3.728 -1.222
C -2.316 -1.176 -3.280 1.165
C 0.783 -0.181 -4.810 -0.885
C 1.918 -1.068 -4.414 0.033
C 1.663 -2.339 -3.909 -0.108
C 2.707 -3.139 -3.472 -0.807
C 4.013 -2.674 -3.526 -0.509
C 4.274 -1.404 -4.022 -0.541
C 3.229 -0.601 -4.452 -0.264
H -1.472 1.976 -4.304 0.597
H -1.761 1.497 -2.608 -0.229
H -2.787 0.855 -5.943 0.417
H -4.009 -1.139 -6.736 0.392
H -4.137 -3.161 -5.328 0.413
H -3.029 -3.182 -3.098 0.507
H -1.820 -1.195 -2.322 0.008
H 1.057 0.544 -5.577 0.606
H -0.096 -0.745 -5.113 0.392
H 0.644 -2.702 -3.855 0.362
H 2.498 -4.125 -3.079 0.419
H 4.827 -3.303 -3.191 0.409
H 5.293 -1.040 -4.073 0.455
H 3.429 0.395 -4.834 0.421
C 6.273 2.768 0.746 -1.460
C 5.795 2.528 -0.685 0.571
C 4.894 3.663 -1.165 -1.381
C 5.089 1.168 -0.830 -0.753
N 3.819 1.097 -0.132 0.790
C 2.586 1.131 -0.646 -0.559
N 1.725 1.003 0.342 0.066
N 2.469 0.914 1.471 -0.288
N 3.710 0.965 1.198 -0.608
H 6.791 3.725 0.811 0.421
H 6.961 1.983 1.064 0.370
H 5.438 2.785 1.444 0.320
H 6.671 2.477 -1.338 0.327
H 4.003 3.750 -0.539 0.272
H 4.578 3.507 -2.199 0.331
H 5.426 4.612 -1.110 0.440
H 5.729 0.377 -0.438 0.373
H 4.880 0.963 -1.880 0.149
H 2.363 1.257 -1.687 0.518
N -1.162 1.507 2.696 0.053
C -2.102 2.465 2.095 -0.812
P -2.698 1.941 0.401 0.928
O -3.267 3.098 -0.316 -0.878
O -1.602 1.147 -0.301 -0.945
C -4.071 0.717 0.764 -0.667
N -3.928 -0.416 -0.184 0.087
H -0.547 1.919 3.393 0.396
H -0.582 1.071 1.967 -0.152
H -1.685 0.654 3.144 0.101
H -1.609 3.422 1.922 0.344
H -2.946 2.624 2.765 0.434
H -5.003 1.247 0.574 0.352
H -4.058 0.341 1.784 0.346
H -3.219 -1.166 0.184 0.013
H -3.492 -0.080 -1.045 0.019
H -4.809 -0.873 -0.400 0.378
```

Values from the calculation:
- <S²>: 2.01
- Multiplicity: 3
- Energy above the lowest of the compared OMol25 structures with the same formula, charge and spin: 61.9 kJ/mol
- Frontier orbital gap (alpha / beta): 6.445 / 5.688 eV
- Calculated total energy: -164962.994 eV
- LUMO energy (alpha / beta): -0.034 / -1.050 eV